Formula: C5H16N2O
Source: the Open Molecules 2025 dataset
Level of theory: ωB97M-V with the def2-TZVPD basis set

electronic energy	-10455.3966	eV
strongest force on any atom	2.288	eV Å⁻¹
lowest unoccupied orbital energy	-6.25	eV
net charge	+2
energy above the lowest of the compared OMol25 structures with the same formula, charge and spin	16.9	kcal per mole

Cartesian coordinates (Å):
C  -2.76  -0.50  -1.92
C  -1.40  0.21  -1.65
C  -0.59  -0.66  -0.69
C  0.55  -0.13  0.16
C  0.70  -0.49  1.41
N  1.64  0.15  2.37
N  -0.74  0.29  -3.06
H  -3.40  -0.33  -1.09
H  -3.16  -0.08  -2.83
H  -2.71  -1.55  -2.25
H  -1.56  1.26  -1.40
H  -0.01  -1.33  -1.33
H  -1.41  -1.20  -0.17
H  1.18  0.54  -0.47
H  0.02  -1.20  1.85
H  1.84  -0.42  3.19
H  1.35  1.10  2.69
H  2.56  0.33  1.93
H  0.06  0.92  -3.06
H  -1.40  0.65  -3.75
H  -0.50  -0.64  -3.46
H  3.90  0.65  4.37
H  2.82  1.51  4.97
O  2.99  0.92  4.22